{
  "formula": "C35H35BN4O4PTc",
  "method": "ωB97M-V with the def2-TZVPD basis set",
  "symbols": ["Tc", "C", "C", "C", "C", "C", "O", "C", "N", "C", "C", "C", "C", "C", "C", "P", "C", "C", "C", "C", "C", "C", "C", "C", "C", "C", "C", "C", "H", "H", "H", "H", "H", "H", "H", "H", "H", "H", "H", "H", "H", "H", "H", "H", "H", "H", "H", "H", "H", "H", "H", "H", "C", "N", "C", "C", "C", "N", "C", "O", "N", "H", "H", "H", "H", "H", "H", "H", "O", "B", "O", "C", "C", "C", "C", "C", "C", "H", "H", "H", "H"],
  "positions_angstrom": [[-0.133, -0.106, 1.160], [3.281, 0.692, 2.631], [2.635, -0.639, 2.266], [3.201, -1.797, 3.071], [2.639, -0.917, 0.742], [3.880, -0.568, -0.089], [3.413, 0.483, -0.981], [2.150, 0.710, -0.773], [1.602, -0.036, 0.148], [1.487, 1.735, -1.588], [1.674, 1.672, -2.972], [1.095, 2.625, -3.791], [0.342, 3.650, -3.234], [0.194, 3.747, -1.857], [0.752, 2.791, -1.010], [0.876, 3.068, 0.807], [1.501, 4.773, 0.900], [2.875, 4.982, 0.793], [3.370, 6.273, 0.714], [2.496, 7.353, 0.762], [1.130, 7.143, 0.896], [0.624, 5.856, 0.991], [-0.807, 3.202, 1.495], [-0.880, 3.078, 2.890], [-2.073, 3.314, 3.556], [-3.202, 3.676, 2.834], [-3.140, 3.796, 1.448], [-1.955, 3.548, 0.773], [3.109, 0.917, 3.683], [2.880, 1.510, 2.035], [4.359, 0.647, 2.483], [1.513, -0.573, 2.520], [4.243, -1.976, 2.799], [2.640, -2.715, 2.898], [3.170, -1.565, 4.134], [2.338, -1.955, 0.583], [4.230, -1.396, -0.702], [4.716, -0.180, 0.487], [2.286, 0.886, -3.396], [1.261, 2.589, -4.859], [-0.093, 4.409, -3.871], [-0.331, 4.598, -1.441], [3.562, 4.143, 0.782], [4.434, 6.445, 0.634], [2.885, 8.361, 0.725], [0.449, 7.983, 0.929], [-0.441, 5.701, 1.110], [0.015, 2.839, 3.455], [-2.122, 3.234, 4.634], [-4.127, 3.883, 3.356], [-4.016, 4.117, 0.897], [-1.910, 3.668, -0.303], [-4.775, -0.465, 2.210], [-3.992, -0.230, 0.991], [-4.551, -0.190, -0.253], [-3.800, -0.090, -1.377], [-2.383, -0.046, -1.256], [-1.866, 0.007, -0.012], [-2.655, -0.110, 1.090], [-2.002, -0.162, 2.165], [-1.579, -0.051, -2.304], [-5.826, -0.560, 1.956], [-4.636, 0.361, 2.905], [-4.434, -1.378, 2.697], [-5.629, -0.268, -0.291], [-4.267, -0.084, -2.351], [-1.954, -0.169, -3.233], [-0.584, -0.159, -2.176], [-0.973, -3.016, 1.581], [-0.397, -2.143, 0.699], [-0.403, -2.647, -0.586], [-0.973, -3.899, -0.490], [-1.217, -4.826, -1.481], [-1.822, -6.005, -1.075], [-2.172, -6.233, 0.264], [-1.934, -5.296, 1.255], [-1.324, -4.126, 0.849], [-0.941, -4.643, -2.510], [-2.026, -6.775, -1.805], [-2.638, -7.172, 0.526], [-2.215, -5.470, 2.285]],
  "s_squared": 3.787,
  "total_charge": 3,
  "multiplicity": 4,
  "gap_ha": [0.1886, 0.1469],
  "lumo_ev": [-10.58, -11.60]
}


{
  "formula": "C35H35BrN4O4S3SbY",
  "method": "ωB97M-V with the def2-TZVPD basis set",
  "symbols": ["Y", "C", "C", "C", "C", "C", "C", "N", "N", "C", "C", "C", "C", "C", "C", "H", "H", "H", "H", "H", "H", "H", "H", "H", "N", "C", "C", "O", "O", "H", "H", "H", "H", "O", "C", "C", "C", "N", "C", "Br", "C", "H", "H", "H", "H", "O", "C", "C", "C", "C", "C", "S", "C", "C", "C", "C", "S", "C", "C", "C", "C", "S", "H", "H", "H", "H", "H", "H", "H", "H", "H", "C", "Sb", "C", "C", "H", "H", "H", "H", "H", "H", "H", "H", "H"],
  "positions_angstrom": [[-0.146, -0.339, -0.178], [2.864, 5.069, -0.038], [2.061, 5.244, -1.158], [1.257, 4.213, -1.614], [1.260, 2.999, -0.938], [2.047, 2.822, 0.188], [2.857, 3.856, 0.634], [0.397, 1.917, -1.361], [0.084, 2.005, -2.565], [-0.866, 1.041, -3.039], [-1.209, 1.244, -4.374], [-2.205, 0.463, -4.934], [-2.839, -0.481, -4.137], [-2.451, -0.661, -2.812], [-1.433, 0.079, -2.195], [3.487, 5.880, 0.313], [2.054, 6.193, -1.675], [0.623, 4.342, -2.479], [2.030, 1.886, 0.721], [3.473, 3.708, 1.510], [-0.707, 2.013, -4.945], [-2.493, 0.601, -5.968], [-3.640, -1.083, -4.547], [-2.974, -1.427, -2.246], [2.385, -0.133, -0.713], [3.199, -0.321, 0.504], [2.362, -0.209, 1.789], [2.891, 0.128, 2.829], [1.104, -0.471, 1.623], [2.191, -1.057, -1.105], [2.913, 0.384, -1.408], [3.988, 0.432, 0.554], [3.686, -1.303, 0.501], [-5.255, -4.707, 0.505], [-4.248, -3.818, 0.395], [-3.103, -4.049, -0.357], [-2.135, -3.069, -0.382], [-2.213, -1.907, 0.282], [-3.342, -1.707, 0.951], [-3.535, -0.041, 1.812], [-4.385, -2.604, 1.057], [-5.039, -5.505, 0.007], [-2.952, -4.962, -0.914], [-1.255, -3.198, -0.983], [-5.269, -2.377, 1.627], [0.747, -2.261, -0.834], [1.057, -3.585, -1.084], [2.572, -3.762, -1.127], [3.389, -4.415, -0.254], [4.762, -4.333, -0.614], [4.954, -3.625, -1.758], [3.476, -3.080, -2.425], [0.515, -4.431, 0.078], [0.414, -3.973, 1.361], [-0.110, -4.940, 2.257], [-0.392, -6.119, 1.639], [-0.055, -6.049, -0.035], [0.505, -4.004, -2.443], [-0.155, -3.186, -3.311], [-0.451, -3.815, -4.550], [0.021, -5.088, -4.607], [0.815, -5.537, -3.159], [3.018, -4.923, 0.622], [5.563, -4.774, -0.043], [5.886, -3.405, -2.247], [0.705, -2.971, 1.643], [-0.260, -4.765, 3.312], [-0.785, -7.019, 2.079], [-0.405, -2.166, -3.063], [-0.978, -3.334, -5.359], [-0.057, -5.788, -5.419], [0.829, 2.705, 3.546], [-0.716, 2.377, 2.119], [-0.975, 4.398, 1.469], [-2.306, 2.493, 3.544], [0.759, 3.737, 3.892], [1.812, 2.501, 3.137], [0.677, 2.025, 4.382], [-1.108, 5.029, 2.346], [-1.856, 4.476, 0.836], [-0.110, 4.740, 0.907], [-2.097, 3.335, 4.203], [-2.374, 1.585, 4.139], [-3.260, 2.673, 3.051]],
  "gap_ha": 0.2891,
  "lumo_ev": -0.58,
  "relative_energy_kj_mol": 87.7
}


{
  "formula": "C35H35Cl3CuGeN8O2PS",
  "method": "ωB97M-V with the def2-TZVPD basis set",
  "symbols": ["Cu", "C", "N", "C", "N", "C", "N", "C", "C", "C", "C", "C", "C", "C", "N", "N", "C", "O", "C", "C", "C", "C", "C", "C", "N", "C", "N", "C", "N", "C", "H", "H", "H", "H", "H", "H", "H", "H", "H", "H", "H", "H", "H", "H", "H", "H", "Cl", "Ge", "Cl", "Cl", "C", "P", "C", "C", "C", "C", "C", "C", "C", "H", "H", "H", "H", "H", "H", "H", "H", "H", "H", "H", "C", "S", "O", "C", "C", "C", "C", "C", "C", "H", "H", "H", "H", "H", "H", "H", "H"],
  "positions_angstrom": [[-0.726, -0.041, 0.971], [-1.400, -0.002, 6.153], [-0.653, 0.184, 4.931], [-0.671, -0.544, 3.815], [-0.048, 0.121, 2.845], [0.329, 1.278, 3.446], [-0.025, 1.334, 4.699], [-2.671, 0.810, 6.011], [-2.923, 1.915, 6.811], [-4.053, 2.690, 6.594], [-4.919, 2.391, 5.562], [-4.663, 1.288, 4.746], [-3.548, 0.490, 4.986], [-5.530, 1.012, 3.627], [-6.578, 1.690, 3.262], [-7.056, 1.128, 2.152], [-6.289, 0.119, 1.863], [-5.280, -0.009, 2.765], [-6.388, -0.745, 0.712], [-7.457, -0.605, -0.173], [-7.510, -1.397, -1.302], [-6.502, -2.313, -1.568], [-5.442, -2.467, -0.683], [-4.348, -3.475, -0.959], [-3.082, -3.009, -0.451], [-2.549, -1.794, -0.578], [-1.446, -1.715, 0.159], [-1.352, -2.950, 0.717], [-2.331, -3.737, 0.365], [-5.398, -1.691, 0.464], [-0.798, 0.369, 6.983], [-1.615, -1.064, 6.290], [-1.091, -1.527, 3.727], [0.859, 2.058, 2.946], [-2.235, 2.176, 7.601], [-4.242, 3.545, 7.224], [-5.793, 2.989, 5.367], [-3.365, -0.372, 4.357], [-8.226, 0.116, 0.049], [-8.335, -1.299, -1.989], [-6.547, -2.914, -2.462], [-4.265, -3.670, -2.032], [-4.556, -4.423, -0.452], [-2.956, -1.019, -1.194], [-0.557, -3.253, 1.368], [-4.598, -1.810, 1.182], [1.710, -2.435, -2.654], [1.512, -0.343, -2.350], [-0.548, 0.149, -2.340], [2.462, 0.760, -3.878], [4.474, -0.184, -0.882], [2.773, -0.020, -0.271], [2.435, -1.418, 0.847], [2.680, 1.552, 0.618], [1.931, 2.626, 0.152], [1.971, 3.827, 0.841], [2.757, 3.955, 1.976], [3.512, 2.884, 2.434], [3.472, 1.676, 1.761], [5.174, -0.197, -0.048], [4.704, 0.667, -1.522], [4.582, -1.102, -1.458], [3.304, -1.618, 1.476], [2.225, -2.303, 0.245], [1.573, -1.170, 1.470], [1.316, 2.522, -0.732], [1.395, 4.668, 0.489], [2.783, 4.892, 2.511], [4.128, 2.992, 3.313], [4.050, 0.838, 2.124], [-3.779, 1.614, 0.074], [-2.200, 2.211, -0.651], [-1.150, 1.828, 0.370], [-2.523, 3.964, -0.394], [-2.493, 4.533, 0.868], [-2.856, 5.863, 1.012], [-3.238, 6.606, -0.096], [-3.234, 6.034, -1.358], [-2.874, 4.705, -1.512], [-4.099, 2.275, 0.870], [-3.607, 0.616, 0.464], [-4.528, 1.589, -0.710], [-2.194, 3.944, 1.723], [-2.860, 6.311, 1.994], [-3.541, 7.634, 0.027], [-3.525, 6.614, -2.221], [-2.879, 4.245, -2.487]],
  "total_charge": 2,
  "gap_ha": 0.2519,
  "lumo_ev": -5.81,
  "relative_energy_kj_mol": 53.3
}